Entry 1:
84
Properties=species:S:1:pos:R:3:mulliken_charge:R:1 method="wB97M-V/def2-TZVPD" charge=0 de_lowest_kj_mol=0.0 homo_lumo_gap_ev=3.566 lumo_ev=-2.7 largest_force_ha_per_bohr=0.041
C -4.59316 6.91523 -1.36339 -1.2375
C -3.75114 5.71549 -1.52370 0.5448
C -3.38068 5.10018 -2.70497 -0.6849
C -2.45875 4.02197 -2.51010 -1.2227
C -2.17792 3.81235 -1.17398 0.5673
B -0.98391 3.00232 -0.45583 1.1389
C 0.41487 3.84632 -0.65852 0.3818
C 0.85617 4.73437 0.30469 -0.9679
C 2.11026 5.31994 0.17187 0.2358
C 2.60585 6.19929 1.28609 0.9777
F 3.51776 7.12847 0.87065 -0.2853
F 1.56514 6.87713 1.87034 -0.2683
F 3.20585 5.46941 2.28030 -0.2721
C 2.92332 5.06992 -0.92491 -1.2531
C 2.42685 4.21217 -1.89620 0.4212
C 3.24196 3.83215 -3.09457 0.7626
F 3.35407 2.46486 -3.18946 -0.2080
F 2.63670 4.25352 -4.25271 -0.2756
F 4.50761 4.32976 -3.08473 -0.3000
C 1.17016 3.63145 -1.79279 -0.7721
O -1.30513 3.04928 0.94376 -0.5931
C -1.68321 1.87152 1.60326 -1.4269
C -2.25307 0.77393 0.65623 3.0343
C -2.13776 -0.50088 1.44278 -3.0590
C -3.71754 1.01855 0.31087 -1.7922
C -1.45046 0.59853 -0.67302 0.2118
O -0.76991 1.74825 -1.11725 -0.3367
S -3.09399 4.88175 -0.15568 -0.2169
H -4.91425 7.22715 -2.36140 0.3421
H -5.46698 6.69951 -0.73637 0.2727
H -4.02351 7.72893 -0.89573 0.2526
H -3.73309 5.44275 -3.67697 0.3027
H -2.01258 3.46715 -3.33099 0.4525
H 0.24307 4.98096 1.16531 0.5920
H 3.89219 5.54833 -1.03317 0.5112
H 0.79827 3.00049 -2.59314 0.3198
H -0.80024 1.49228 2.15404 0.4538
H -2.45868 2.12074 2.34577 0.2913
H -2.55421 -1.33849 0.87108 0.7027
H -1.07576 -0.68277 1.65100 0.6394
H -2.67120 -0.39528 2.40119 0.4875
H -4.06737 0.20632 -0.34961 0.4166
H -4.31746 1.00100 1.23377 0.3624
H -3.84059 1.99204 -0.18976 0.3452
H -0.67859 -0.19004 -0.59425 -1.2451
H -2.13318 0.29218 -1.48933 0.2452
C -3.02862 -4.54049 3.79372 -0.9156
N -2.02869 -4.48712 2.73688 0.1478
C -1.69631 -3.35253 2.08231 -1.0281
C -0.70917 -3.61411 1.10280 0.0750
C 0.03635 -2.69784 0.30746 -0.3592
C 1.42125 -2.84259 0.18772 1.5056
C 2.27733 -3.67532 0.95504 -0.9912
N 3.49293 -3.78143 0.35205 0.2587
C 4.55406 -4.69037 0.76157 -0.8681
C 3.51740 -2.95075 -0.77660 0.1779
C 2.25616 -2.31952 -0.89129 0.9016
C 2.00064 -1.47268 -1.96621 -0.2773
C 3.03507 -1.25208 -2.89002 -0.7955
C 4.27847 -1.89124 -2.76054 -0.8012
C 4.53644 -2.76591 -1.69468 -0.9680
C -0.48995 -5.06011 1.16599 0.2259
C -1.29861 -5.54789 2.21711 0.0726
C -1.29972 -6.86482 2.63866 -0.8282
C -0.45583 -7.75307 1.96041 -0.6844
C 0.32587 -7.31439 0.87382 -0.8957
C 0.31235 -5.96234 0.47476 0.0409
H -3.15928 -5.57708 4.11063 0.3359
H -2.72239 -3.91735 4.64418 0.3236
H -3.98428 -4.14075 3.42623 0.3268
H -2.11321 -2.42226 2.44646 0.8278
H -0.47117 -1.92634 -0.27165 0.7352
H 2.04032 -4.22231 1.86107 0.6167
H 5.39158 -4.62094 0.06236 0.2962
H 4.91476 -4.44156 1.76784 0.3347
H 4.19052 -5.73131 0.77136 0.3158
H 1.02757 -0.98894 -2.08215 0.3734
H 2.86558 -0.56998 -3.73005 0.4069
H 5.04944 -1.68988 -3.50539 0.3846
H 5.47832 -3.29069 -1.55713 0.2712
H -1.94797 -7.12927 3.47010 0.2458
H -0.41396 -8.79874 2.26213 0.3871
H 0.94566 -8.03025 0.32959 0.4073
H 0.90533 -5.63624 -0.37705 0.5689

---

Entry 2:
16
Properties=species:S:1:pos:R:3:mulliken_charge:R:1 method="wB97M-V/def2-TZVPD" charge=0 de_lowest_kj_mol=438.8 homo_lumo_gap_ev=9.296 lumo_ev=1.0 largest_force_ha_per_bohr=0.129
N -0.17997 0.81960 -1.45516 -0.3761
C -1.27482 0.63453 -0.48244 -0.1289
C -0.84595 0.61806 0.94279 -0.6678
N 0.64624 0.73164 1.37664 -0.4822
C 1.36375 -0.06644 0.42085 -0.2667
C 0.90788 -0.01076 -1.01901 -0.3147
C 0.49707 -1.12036 -0.00698 -0.5819
C -1.01026 -0.69421 0.39670 -0.2754
H -0.32287 0.54825 -2.32229 0.2475
H -2.16853 0.85731 -1.00397 0.4480
H -1.56473 0.70957 1.68750 0.3286
H 0.70796 0.46272 2.38466 0.2819
H 2.41831 0.17778 0.46297 0.5203
H 1.77711 0.09890 -1.79203 0.3410
H 0.70636 -2.17925 0.10258 0.4804
H -1.65756 -1.58734 0.30719 0.4460

---

Entry 3:
16
Properties=species:S:1:pos:R:3:mulliken_charge:R:1 method="wB97M-V/def2-TZVPD" charge=0 de_lowest_kj_mol=486.6 homo_lumo_gap_ev=8.664 lumo_ev=0.5 largest_force_ha_per_bohr=0.088
C -0.24994 -2.28987 0.40821 -0.6708
C 0.40750 -1.08997 0.49570 -0.1790
C 0.02875 -0.05031 1.53754 -0.3099
C -0.25211 1.13142 1.04384 -0.3728
C 0.65970 1.83820 0.12054 -1.0016
H -0.79525 -2.76642 -0.46822 0.2559
H -0.75907 -2.54899 1.30051 0.2937
H 1.06889 -0.73418 -0.27852 0.3668
H 0.48991 -0.27447 2.52347 0.2743
H -1.02207 1.72845 1.42621 0.4482
H 0.45018 1.83040 -0.99590 0.1744
H 1.62859 1.59065 0.36734 0.4224
H 0.81926 2.85864 0.66903 0.3113
O -0.80836 -0.70800 -2.96007 -0.6378
H -0.24220 0.04293 -2.99909 0.3020
H -1.42377 -0.55847 -2.19058 0.3229

---

Entry 4:
58
Properties=species:S:1:pos:R:3:mulliken_charge:R:1 method="wB97M-V/def2-TZVPD" charge=-1 de_lowest_kj_mol=0.0 homo_lumo_gap_ev=5.767 lumo_ev=2.0 largest_force_ha_per_bohr=0.003
K -0.83135 1.84842 -1.13659 0.7779
O -2.65767 0.26808 0.46154 -0.4445
C -3.41921 -0.85861 0.07275 -0.3012
C -4.45022 -0.44408 -0.95877 -0.9899
C -3.86756 0.16201 -2.24349 -0.2178
C -2.87226 -0.73783 -2.92064 0.5471
C -3.28671 -1.71827 -3.82221 -0.7952
C -2.34830 -2.53815 -4.42029 -0.3457
C -1.00870 -2.35883 -4.10942 -0.7974
C -0.68288 -1.36451 -3.20352 -0.3851
N -1.58106 -0.57767 -2.61376 0.5140
H -1.93487 -0.04513 1.03855 0.2369
H -3.93192 -1.29455 0.93895 0.4162
H -2.77172 -1.63978 -0.34461 0.2016
H -5.12698 0.28718 -0.50981 0.4106
H -5.04823 -1.32928 -1.20309 0.3850
H -3.39786 1.12711 -2.04495 -0.4247
H -4.68874 0.35985 -2.93681 0.4876
H -4.34022 -1.81899 -4.05126 0.4217
H -2.65414 -3.30071 -5.12589 0.3915
H -0.23508 -2.96571 -4.55945 0.4052
H 0.35395 -1.18346 -2.93466 0.4379
Br 2.62385 1.45598 -0.98505 -0.1174
C 3.00880 1.54458 0.89329 0.1230
C 4.30567 1.32287 1.25414 -0.4520
C 4.65246 1.33551 2.62248 -0.5015
C 3.69219 1.57611 3.55966 -0.8778
C 2.34517 1.81600 3.18394 1.1280
C 1.35484 2.04470 4.16737 -0.8667
C 0.06028 2.25653 3.78003 -0.9564
C -0.28859 2.24072 2.41003 -0.2792
C 0.60340 2.01967 1.37109 -1.1913
C 1.95045 1.80864 1.80918 0.8785
H 5.06076 1.13870 0.50191 0.4474
H 5.67810 1.14634 2.91343 0.3851
H 3.94535 1.58170 4.61499 0.3224
H 1.64293 2.05436 5.21342 0.3161
H -0.70280 2.43746 4.53226 0.3482
H -1.34232 2.41222 2.18385 0.3891
N 4.23932 -1.69235 -0.09145 -0.2209
C 3.73157 -2.15638 1.05758 -0.2566
S 4.60366 -3.03755 2.14532 -0.3405
C 2.28526 -1.85623 1.24001 0.8323
C 1.78189 -1.43626 2.46079 -0.2032
C 0.43434 -1.12385 2.55072 -0.8722
N -0.42106 -1.25585 1.53862 -0.3753
C 0.06781 -1.68532 0.37729 0.0301
C 1.40357 -1.97594 0.17080 -0.6319
H 5.22805 -1.80884 -0.24033 0.2437
H 3.76310 -0.94883 -0.58948 0.0765
H 2.44002 -1.31027 3.30898 0.3837
H 0.03023 -0.72889 3.47487 0.4509
H -0.64067 -1.78315 -0.43690 0.3026
H 1.74366 -2.31486 -0.79929 0.4652
I -0.39709 4.08747 -3.78278 -0.2936
C -2.40589 3.42416 -3.00762 -1.0961
H -2.85474 3.11979 -3.96588 0.1705
H -2.84187 4.41401 -2.80984 0.3077

---

Entry 5:
37
Properties=species:S:1:pos:R:3:mulliken_charge:R:1 method="wB97M-V/def2-TZVPD" charge=0 de_lowest_kj_mol=1752.9 homo_lumo_gap_ev=9.007 lumo_ev=0.6 largest_force_ha_per_bohr=0.372
C -4.31197 -2.16273 -0.39901 -1.4330
C -4.15234 -0.72314 -0.17984 -0.1102
N -5.11115 0.00371 0.41348 -0.6461
O -4.84601 1.18198 0.53492 -0.1059
C -3.66559 1.21557 -0.13672 -0.5762
C -3.30652 0.10674 -0.43557 2.3031
C -2.04685 -0.25159 -0.98442 -1.0645
H -2.12496 -0.80757 -2.09556 0.3998
H -1.53382 0.81711 -1.60667 0.2920
O -1.02129 -0.83875 -0.25937 -0.1548
C -0.35383 0.17055 0.54298 0.4080
O -0.42502 1.27017 0.42989 -0.3939
C 0.64120 -1.04968 1.28231 -0.6170
H 1.28680 -0.09627 1.98284 0.2403
H 0.00092 -1.45492 1.97028 0.5634
C 1.36962 -1.87467 0.66388 -0.6296
O 2.15468 -1.36149 -0.46025 -0.4407
C 3.17230 -0.47151 -0.16576 0.6832
C 3.96463 -0.21866 0.91326 0.1734
C 4.94564 0.53426 1.22154 -0.9401
C 5.40442 1.20700 -0.06269 -0.1685
C 4.68580 1.21299 -1.03883 -0.3846
C 3.68825 0.42575 -1.27681 -0.5594
H 3.11503 0.27502 -2.10249 0.5135
H 5.16381 1.84839 -2.28567 0.1167
H 6.40160 1.86723 0.12877 0.2322
H 5.48274 0.36561 2.05906 0.4496
H 3.55775 -0.71993 1.80571 0.1216
H 0.68645 -2.57908 0.15004 0.2928
H 2.16663 -2.45009 1.24334 0.3467
C -3.07481 2.85532 -0.01395 -0.7691
H -3.18577 3.17899 -1.07556 0.3137
H -3.58372 3.40755 0.77238 0.3005
H -2.05743 2.54303 0.28889 0.2096
H -3.51561 -2.72907 -0.08010 0.2844
H -4.33926 -2.11192 -1.52494 0.3413
H -5.23232 -2.58589 -0.21936 0.4078

---

Entry 6:
11
Properties=species:S:1:pos:R:3:mulliken_charge:R:1 method="wB97M-V/def2-TZVPD" charge=0 de_lowest_kj_mol=407.5 homo_lumo_gap_ev=9.471 lumo_ev=0.5 largest_force_ha_per_bohr=0.150
H -0.16132 2.58512 1.05006 0.3038
N 0.91063 2.38547 1.20131 -0.4820
N 1.38934 1.38858 0.70441 -0.0696
C 0.40630 0.45455 0.13851 0.3943
C 0.95489 -0.52147 -0.54956 -0.3390
N -0.28897 -1.31164 -0.79583 -0.2170
C -1.38794 -0.71674 -0.20583 -0.1785
N -1.02393 0.33756 0.52343 -0.5319
H 1.77331 -0.79175 -1.06814 0.4515
H -0.28873 -2.51609 -0.91321 0.3152
H -2.28358 -1.29359 -0.08518 0.3533

---

Entry 7:
15
Properties=species:S:1:pos:R:3:mulliken_charge:R:1 method="wB97M-V/def2-TZVPD" charge=0 de_lowest_kj_mol=128.2 multiplicity=3 homo_lumo_gap_ev="7.127 / 6.296" lumo_ev="0.8 / -3.0" s2=2.02 largest_force_ha_per_bohr=0.106
C 0.88656 -0.61109 -0.19722 0.5632
C 1.84966 0.34383 0.46572 -0.8190
C -0.49013 -0.02539 -0.36630 0.6686
C -1.55462 -1.00780 0.13989 -1.1450
C -0.69747 1.27682 -0.66208 -1.0615
O 1.29723 -1.74719 -0.39850 -0.3637
S 3.58017 0.18486 -0.10634 -0.1937
H 1.78217 1.44093 0.45104 0.3068
H 1.89107 0.18015 1.47931 0.3372
H -2.24860 -1.03634 -0.68724 0.3122
H -1.94320 -0.63073 1.01077 0.3137
H -1.21667 -2.05579 0.33237 0.3386
H 3.74984 -1.11574 0.19080 0.1224
H -1.63427 1.61992 -0.77186 0.4261
H 0.18518 2.03057 -0.86155 0.1939

---

Entry 8:
42
Properties=species:S:1:pos:R:3:mulliken_charge:R:1 method="wB97M-V/def2-TZVPD" charge=+1 de_lowest_kj_mol=0.0 homo_lumo_gap_ev=8.123 lumo_ev=-2.7 largest_force_ha_per_bohr=0.030
Sr -0.11670 0.80186 0.38239 1.2745
Cl -0.96544 2.48355 2.62183 -0.6809
C 1.16997 3.13349 -1.65186 -0.4762
C 1.68758 3.69502 -0.34262 -0.3317
O 1.66421 2.59689 0.58786 -0.3536
O -0.16747 2.61935 -1.50064 -0.3519
H 1.78204 2.27030 -1.91740 -0.0109
H 1.22465 3.85466 -2.46711 0.4367
H 0.98009 4.44967 0.01718 0.3211
H 2.70122 4.08815 -0.40782 0.3626
H 1.83770 2.94339 1.47471 0.2177
H -0.71994 3.41284 -1.44919 0.2864
C 1.88087 -2.31071 1.40566 -0.1393
C 0.96088 -3.26641 2.15909 -0.6545
O -0.34142 -3.27530 1.56859 -0.5720
O 1.55017 -0.93099 1.63614 -0.2673
H 1.80552 -2.39260 0.31985 0.0795
H 2.92308 -2.51387 1.66407 0.3795
H 0.86659 -2.90285 3.18028 0.2887
H 1.35368 -4.28161 2.19068 0.4035
H -0.28916 -3.86684 0.80961 0.2833
H 2.00869 -0.58217 2.41025 0.1985
C 1.48269 -0.58442 -2.32287 -0.5163
C 0.21555 -1.39529 -2.36252 -0.6023
O -0.89916 -0.90004 -1.59471 -0.3136
O 1.81479 -0.16027 -0.98632 -0.3505
H 1.39408 0.32312 -2.92532 0.3660
H 2.19652 -1.27996 -2.77003 0.3875
H 0.41783 -2.42650 -2.05134 0.3353
H -0.06890 -1.40748 -3.42047 0.4174
H -1.66856 -1.29457 -2.01514 0.2286
H 2.77729 -0.12753 -0.93181 0.1822
C -3.64908 0.57018 0.74486 -0.6040
C -3.22679 -0.80687 1.22700 -0.4352
O -1.86829 -0.78937 1.61742 -0.3618
O -2.62365 1.06126 -0.17346 -0.2633
H -3.66537 1.27612 1.58085 0.2929
H -4.62209 0.51567 0.25804 0.3986
H -3.38321 -1.53005 0.41692 0.3074
H -3.83245 -1.09824 2.08971 0.3566
H -1.45843 -1.67448 1.61561 0.2884
H -3.12957 1.70290 -0.68795 0.1926